[1]
Molecular formula: C17H21N5O4S
Method: DFT, ωB97M-V/def2-TZVPD

Output
Structure (SMILES) = CC(C)Cc1nnc(NC(=O)c2cc([N+](=O)[O-])ccc2N2CCOCC2)s1
LUMO energy = -0.0231 Eh
Gap between HOMO and LUMO = 8.16 eV
Energy = -1633.241822 hartree

Last column: Löwdin charge in e.
Atoms and positions in Å:
C -1.6968 1.7508 1.8558  -0.08
C -0.4555 2.0649 2.6861  -0.43
C -0.7852 3.1060 3.7518  -0.08
C 0.1002 0.7940 3.3635  -0.17
C 0.7839 -0.0910 2.3959  -0.56
N 2.0373 -0.0408 2.1322  0.01
N 2.4430 -0.8727 1.1851  0.01
C 1.4947 -1.5861 0.6799  -0.59
N 1.7117 -2.5261 -0.2891  0.13
C 0.8900 -2.8941 -1.3339  -0.46
O 1.2049 -3.8023 -2.0639  0.11
C -0.3819 -2.1202 -1.4468  -0.12
C -1.5532 -2.8425 -1.3328  0.06
C -2.7800 -2.1891 -1.3158  -0.15
N -3.9885 -2.9395 -1.1687  -0.37
O -3.9003 -4.1484 -1.0923  0.08
O -5.0338 -2.3201 -1.1232  0.08
C -2.8309 -0.8022 -1.4256  0.02
C -1.6701 -0.0830 -1.5766  -0.01
C -0.4126 -0.7125 -1.6118  -0.21
N 0.7472 0.0096 -1.7348  -0.08
C 0.7492 1.4465 -1.5276  -0.12
C 2.1525 1.8794 -1.0784  -0.18
O 3.1357 1.5041 -2.0095  -0.12
C 3.1468 0.1048 -2.1672  -0.18
C 1.7868 -0.3806 -2.6743  -0.10
S -0.0729 -1.2871 1.4211  1.15
H -2.0429 2.6451 1.3425  0.08
H -2.5000 1.3953 2.4977  0.09
H -1.4975 0.9843 1.1097  0.02
H 0.3260 2.4672 2.0314  0.13
H -1.5269 2.7169 4.4457  0.08
H -1.1868 4.0041 3.2891  0.08
H 0.1046 3.3790 4.3133  0.08
H -0.7152 0.2577 3.8506  0.12
H 0.8360 1.0864 4.1143  0.12
H 2.6305 -2.9562 -0.2856  0.17
H -1.5198 -3.9164 -1.2252  0.14
H -3.7915 -0.3104 -1.4117  0.12
H -1.7366 0.9850 -1.7025  0.11
H 0.0407 1.7074 -0.7414  0.11
H 0.4871 1.9795 -2.4529  0.14
H 2.1992 2.9667 -1.0002  0.13
H 2.3775 1.4347 -0.0983  0.11
H 3.9256 -0.1193 -2.8971  0.13
H 3.3872 -0.3764 -1.2083  0.11
H 1.7935 -1.4566 -2.8277  0.12
H 1.5873 0.1041 -3.6425  0.14

Atomic forces in eV per Å
0.286 0.081 -0.027
-0.193 -0.049 0.218
0.147 -0.078 -0.245
-0.063 0.458 -0.106
-0.668 -0.769 -0.315
0.063 1.022 1.138
0.671 -1.047 -1.192
-1.076 0.538 0.712
0.585 -0.547 -0.301
0.015 0.100 0.304
-0.054 -0.137 -0.151
-0.172 0.202 -0.355
-0.346 0.012 -0.053
1.202 0.717 -0.093
-0.588 -0.347 0.102
-0.022 -0.202 0.007
-0.191 0.047 0.000
-0.203 -0.392 0.075
0.281 -0.017 -0.099
-0.375 -0.222 -0.064
0.085 0.102 0.211
0.331 0.188 0.137
-0.351 0.107 0.165
0.098 0.153 -0.160
-0.131 -0.368 -0.141
0.434 0.038 -0.104
1.057 0.265 0.243
-0.095 0.082 -0.076
-0.142 -0.052 0.087
-0.066 -0.018 -0.110
0.003 -0.050 0.039
-0.114 -0.030 0.116
-0.071 0.126 0.010
0.072 0.057 0.108
-0.017 0.026 0.130
-0.017 -0.099 0.023
-0.129 0.036 -0.048
0.012 -0.052 -0.002
-0.028 0.029 -0.004
0.011 0.099 -0.014
-0.025 0.018 -0.012
-0.071 0.013 0.035
-0.060 -0.048 0.040
-0.067 0.072 -0.076
-0.055 -0.055 0.035
-0.020 0.021 -0.120
0.041 0.067 -0.083
0.016 -0.097 0.016

=====

[2]
Molecular formula: C4H11N2S
Method: DFT, ωB97M-V/def2-TZVPD

Output
Structure (SMILES) = NCNCCC[S-]
LUMO energy = 0.1458 Eh
Total charge = -1
Gap between HOMO and LUMO = 6.41 eV
Energy = -666.703390 hartree

Last column: Löwdin charge in e.
Atoms and positions in Å:
N -0.2367 0.1011 -2.9311  0.00
C 0.5180 0.7217 -1.8572  -0.34
N 0.3910 0.0582 -0.5868  -0.11
C 0.0665 0.8473 0.5934  -0.28
C 0.3429 0.0268 1.8555  -0.30
C -0.6549 -1.1236 1.9862  -0.76
S -0.3174 -2.6500 1.0303  0.12
H -1.0578 -0.3063 -2.5243  0.06
H 0.2657 -0.4814 -3.5689  0.04
H 0.0005 1.6784 -1.7070  0.09
H 1.5393 0.9904 -2.0226  0.09
H 0.0669 -0.8946 -0.4917  -0.02
H -1.0006 1.1055 0.4600  0.10
H 0.6639 1.7672 0.5471  0.10
H 1.3549 -0.3683 1.7227  0.09
H 0.3376 0.7517 2.6651  0.08
H -1.6645 -0.7510 1.8282  0.03
H -0.6150 -1.4732 3.0012  0.00

Atomic forces in eV per Å
0.616 0.831 -0.323
-2.189 0.407 1.431
0.977 -0.026 0.387
-0.007 -0.489 -1.327
-0.147 0.448 -1.378
0.433 -0.342 0.497
-0.111 0.104 -0.346
-0.100 -0.526 -0.168
0.094 -0.580 0.174
0.192 0.466 -0.004
0.868 -0.257 -1.074
0.057 -0.455 -0.400
-0.027 0.448 0.791
-0.077 0.021 0.261
-0.039 -0.044 0.275
-0.188 -0.165 0.617
-0.211 0.114 -0.178
-0.141 0.044 0.764

=====

[3]
Molecular formula: C20H57N4O10Zn
Method: DFT, ωB97M-V/def2-TZVPD

Output
LUMO energy = -0.0945 Eh
Total charge = +1
Gap between HOMO and LUMO = 8.65 eV
Energy = -3546.796940 hartree

Last column: Löwdin charge in e.
Atoms and positions in Å:
Zn 25.5692 -23.0731 2.4769  0.76
O 23.4323 -20.7838 5.0078  0.06
C 23.4399 -20.8814 3.6687  -0.73
O 24.1581 -21.7773 3.1362  -0.05
O 22.7609 -20.0949 2.9907  -0.01
H 22.8155 -20.0139 5.2095  0.08
C 26.9368 -19.6561 3.5582  -0.03
C 27.4757 -20.5204 2.4328  -0.37
C 28.9491 -20.2645 2.1739  -0.20
O 29.3564 -21.1597 1.1516  -0.21
C 30.7673 -21.2799 1.0735  -0.09
N 27.3299 -21.9722 2.7513  0.04
H 27.1858 -18.5980 3.4636  0.10
H 27.2677 -20.0627 4.5175  0.09
H 25.8436 -19.6235 3.5644  0.06
H 26.9229 -20.2660 1.5285  0.12
H 29.5564 -20.3573 3.0859  0.14
H 29.1593 -19.2604 1.7871  0.14
H 31.2049 -20.2976 0.8563  0.10
H 31.0283 -21.8757 0.2009  0.09
H 31.1696 -21.7112 1.9910  0.09
H 27.7908 -22.1098 3.6500  0.11
H 27.9515 -22.3924 2.0475  0.10
C 24.1366 -17.4504 5.5728  -0.04
C 22.8429 -17.5772 6.3484  -0.41
C 22.1932 -16.2342 6.6765  -0.21
O 22.8778 -15.4891 7.6496  -0.17
C 22.6344 -15.8871 8.9703  -0.11
N 21.9069 -18.4772 5.6614  0.05
H 24.7663 -16.7076 6.0653  0.09
H 23.9145 -17.1276 4.5477  0.08
H 24.7154 -18.3693 5.4776  0.06
H 23.0809 -18.0762 7.2960  0.13
H 21.1546 -16.3683 7.0201  0.12
H 22.0921 -15.6645 5.7450  0.13
H 22.9231 -16.9266 9.1601  0.08
H 21.5845 -15.7556 9.2585  0.09
H 23.2303 -15.2545 9.6246  0.09
H 21.7048 -18.2082 4.7029  0.08
H 21.0481 -18.5851 6.1834  0.09
C 22.5694 -19.1039 -0.5494  -0.05
C 23.8827 -18.4385 -0.1532  -0.37
C 23.6438 -17.1630 0.6390  -0.22
O 24.8657 -16.4568 0.7160  -0.19
C 24.7115 -15.1085 1.1279  -0.10
N 24.5758 -19.4052 0.7550  0.06
H 21.9039 -18.4015 -1.0557  0.08
H 21.9918 -19.3816 0.3361  0.08
H 22.7744 -19.9803 -1.1601  0.08
H 24.5003 -18.2202 -1.0207  0.14
H 23.1307 -17.2846 1.6016  0.13
H 22.9105 -16.5515 0.0786  0.13
H 24.8759 -14.4802 0.2532  0.09
H 25.3978 -14.9349 1.9546  0.09
H 23.7197 -14.8434 1.5101  0.09
H 25.2060 -18.8834 1.3619  0.07
H 23.8630 -19.7129 1.4267  0.04
C 24.6083 -25.7396 5.7290  -0.02
C 24.8926 -25.2735 4.3020  -0.38
C 23.6269 -24.9585 3.5105  -0.17
O 24.0090 -24.3775 2.2657  -0.26
C 22.9965 -24.5334 1.2703  -0.03
N 25.8388 -24.1199 4.3080  0.04
H 25.5422 -26.0245 6.2131  0.09
H 23.8871 -26.5527 5.7732  0.09
H 24.2329 -24.8692 6.2722  0.07
H 25.3782 -26.0674 3.7228  0.15
H 22.9823 -24.2712 4.0712  0.15
H 23.0741 -25.8921 3.3929  0.14
H 23.1415 -23.7900 0.4795  0.08
H 21.9888 -24.3317 1.6251  0.11
H 23.1624 -25.4818 0.7567  0.11
H 25.7447 -23.5661 5.1842  0.07
H 26.7374 -24.5507 4.5480  0.11
C 25.6164 -22.5878 -0.7676  -0.09
O 25.3343 -22.2058 0.5729  -0.20
H 24.7777 -23.1708 -1.1622  0.08
H 25.6833 -21.7245 -1.4296  0.10
H 26.5294 -23.1732 -0.7937  0.09
H 24.8026 -21.3689 0.6384  0.07
C 19.6153 -20.2683 3.9715  -0.18
O 20.1239 -19.3223 3.0523  -0.14
H 20.2498 -20.4539 4.8462  0.06
H 18.6029 -19.9720 4.2317  0.08
H 19.5453 -21.2604 3.4935  0.08
H 21.0271 -19.6148 2.8213  0.02
C 25.1160 -22.3703 7.8054  -0.12
O 25.4784 -22.2355 6.4326  -0.16
H 24.3142 -23.0843 8.0044  0.08
H 25.9994 -22.6024 8.3969  0.08
H 24.7862 -21.3886 8.1661  0.09
H 24.7856 -21.7080 5.9926  0.05

Atomic forces in eV per Å
-0.406 1.542 0.758
-0.129 0.020 0.009
0.040 -0.079 -1.362
0.420 -0.311 0.677
-0.163 0.278 0.352
0.051 0.078 0.437
-0.552 -0.040 0.180
-0.040 0.715 0.141
0.375 0.473 -0.663
0.058 -0.565 0.301
0.003 0.519 -0.576
0.341 0.136 -0.823
0.554 -0.137 -0.026
0.018 0.324 0.109
0.034 -0.459 0.020
0.009 -0.486 -0.137
-0.073 -0.361 0.036
-0.422 0.209 0.273
0.088 -0.003 0.405
-0.225 -0.335 0.176
0.163 0.032 -0.019
-0.170 -0.169 -0.001
0.073 -0.080 0.308
0.017 0.454 -0.372
-0.206 -0.733 0.507
-0.612 -0.040 -0.055
0.478 0.367 -0.552
-0.076 -0.113 0.446
0.625 -0.462 -0.132
0.010 0.054 -0.161
0.096 0.181 0.085
-0.216 -0.173 0.251
-0.050 0.098 0.026
0.090 -0.346 -0.029
0.337 0.279 0.192
-0.037 -0.017 -0.037
-0.047 -0.051 -0.160
0.069 0.043 -0.092
-0.215 0.156 0.076
-0.123 0.078 -0.147
-0.185 0.600 0.112
-0.430 -0.715 1.703
-0.819 1.050 -1.539
-0.377 -0.337 0.604
-0.079 0.023 0.074
-0.045 -0.314 -0.064
0.233 -0.129 -0.427
0.249 -0.261 0.087
-0.221 -0.041 -0.080
0.084 0.073 0.000
0.482 -0.520 0.240
0.238 0.000 -0.132
0.331 0.281 0.200
0.280 0.325 -0.248
-0.117 -0.447 -0.078
0.251 0.032 -0.352
-0.059 0.079 -0.092
0.049 0.596 -0.355
0.013 -0.331 -0.074
0.232 0.230 1.072
-0.581 -0.777 0.040
0.493 0.656 -1.435
0.575 -0.949 0.565
-0.059 -0.225 -0.009
0.040 -0.038 0.046
-0.218 -0.168 0.140
0.127 0.020 0.166
0.047 0.178 -0.196
0.039 0.009 -0.386
0.314 0.158 0.357
0.046 -0.465 0.430
-0.549 -0.271 0.408
-0.793 0.415 -0.577
0.061 0.080 -0.688
-0.795 0.057 -0.423
-0.058 -0.182 0.451
0.185 -0.240 0.048
0.336 0.162 0.248
0.078 0.037 -0.001
0.530 0.154 -0.258
0.010 -0.869 -0.748
0.354 0.028 0.213
-0.088 0.502 0.136
0.078 0.095 0.289
-0.166 0.137 0.002
-0.251 0.160 0.187
0.020 1.059 0.301
-0.172 -0.310 -0.011
0.104 -0.163 -0.224
0.036 -0.308 -0.193
-0.115 -0.165 0.075
0.073 -0.050 -0.028

=====

For each record above, in turn, the calculated relative energy (zero: lowest compared OMol25 entry of this formula, charge and spin) values are 75.2 113.4 0.0 kJ/mol.